ORCA calculation (the ωB97M-V functional and the def2-TZVPD basis) on a structure of composition C12H8AsF3NO6PdS2.

ORCA input file:
```
! RIJCOSX wB97M-V def2-TZVPD def2/J DEFGRID3
* xyz -1 1
Pd -0.483 1.311 -1.030
As -2.594 2.236 1.135
S -3.082 -0.419 -1.015
S 1.570 2.184 -0.344
F 5.683 0.124 -1.109
F 4.535 0.984 0.507
F 4.753 2.059 -1.352
O -3.456 -1.723 -1.510
O -1.552 2.946 2.401
O -4.075 2.841 1.421
O -1.814 2.619 -0.316
O -1.953 0.119 -1.849
O -4.128 0.545 -0.809
N 0.990 0.124 -1.658
C 2.077 0.748 -1.161
C 3.339 0.169 -1.360
C -2.346 -0.678 0.595
C -2.177 0.362 1.512
C 1.051 -1.026 -2.313
C -1.340 -2.233 2.129
C -1.590 0.077 2.740
C 4.570 0.836 -0.826
C 2.268 -1.642 -2.537
C -1.929 -1.965 0.901
C 3.417 -1.026 -2.052
C -1.175 -1.212 3.048
H 4.385 -1.482 -2.210
H -1.439 0.881 3.446
H -0.717 -1.411 4.009
H -2.092 -2.746 0.171
H 0.103 -1.429 -2.646
H -2.098 3.642 2.788
H -1.017 -3.239 2.364
H 2.317 -2.577 -3.073
*
```

Output
relative energy (zero: lowest compared OMol25 entry of this formula, charge and spin)	0.0	kJ/mol
total energy	-120494.0806	eV
E_HOMO	-0.21725	Ha

***

ORCA calculation (the ωB97M-V functional and the def2-TZVPD basis) on a structure of composition C12H8Br2F5I2O5PtSeTe at a distorted geometry.

ORCA input file:
```
! RIJCOSX wB97M-V def2-TZVPD def2/J DEFGRID3
* xyz -1 1
Pt -1.089 -0.147 -0.062
I -1.141 2.338 -0.846
I 0.968 -0.407 1.617
Te -2.118 -1.132 -2.721
Br 2.909 -3.004 2.917
Br 2.233 2.835 0.180
Se -3.131 -1.964 0.287
F -1.602 -0.546 -4.432
F -0.789 -2.221 -1.896
F -2.134 -2.766 -3.667
F -0.236 -0.131 -2.596
F -3.803 -0.979 -3.571
O -3.277 -2.145 -1.409
O -2.520 0.460 -1.879
O -1.522 -2.222 0.661
O -4.222 -2.904 0.990
O -3.296 -0.377 0.705
C 0.138 4.788 3.158
C 2.607 -2.588 -1.723
C 0.820 3.548 1.219
C 3.380 -3.756 0.233
C -1.487 4.136 1.518
C 2.749 -2.820 1.038
C -0.497 3.498 0.779
C 1.137 4.175 2.416
C -1.170 4.795 2.696
C 3.290 -3.646 -1.147
C 2.044 -1.775 0.451
C 1.994 -1.634 -0.925
H 1.457 -0.811 -1.388
H 0.388 5.262 4.100
H 3.769 -4.391 -1.771
H 3.924 -4.568 0.696
H 2.514 -2.505 -2.798
H 2.164 4.191 2.755
H -2.508 4.109 1.160
H -1.945 5.304 3.255
*
```

Output
relative energy (zero: lowest compared OMol25 entry of this formula, charge and spin)	309.5	kJ/mol
total energy	-268567.5923	eV
E_HOMO (spin up / spin down)	-0.21362 / -0.22009	Ha

***

ORCA calculation (the ωB97M-V functional and the def2-TZVPD basis) on the molecule C12H8FN3 at a distorted geometry.

ORCA input file:
```
! RIJCOSX wB97M-V def2-TZVPD def2/J DEFGRID3
* xyz 0 1
F -1.322 -4.048 3.587
N -0.473 2.553 -2.257
N 2.119 1.370 -2.344
N 1.418 0.054 -0.438
C 1.670 2.176 -3.336
C -1.053 -0.724 2.099
C 0.729 -2.075 1.332
C -1.568 -1.784 2.899
C 0.309 0.155 0.238
C 0.372 2.728 -3.346
C 0.263 -3.212 2.007
C 0.028 -0.869 1.190
C 1.316 1.080 -1.357
C -0.914 -3.025 2.861
C 0.019 1.769 -1.226
C -0.631 1.177 -0.245
H -1.838 0.101 2.123
H 0.698 -4.189 2.161
H -1.568 1.292 0.085
H 0.189 3.508 -4.116
H 1.721 -2.101 0.808
H 2.147 2.382 -4.237
H -1.067 3.338 -1.959
H -2.564 -1.656 3.469
*
```

Output
relative energy (zero: lowest compared OMol25 entry of this formula, charge and spin)	132.5	kJ/mol
total energy	-19759.2312	eV
E_HOMO	-0.29133	Ha

***

ORCA calculation (the ωB97M-V functional and the def2-TZVPD basis) on a structure of composition C12H8N4OsS4SbSe4 at a distorted geometry.

ORCA input file:
```
! RIJCOSX wB97M-V def2-TZVPD def2/J DEFGRID3
* xyz -1 5
Os 0.570 0.347 -0.599
Sb 0.133 1.366 -4.014
Se 0.655 -0.815 -2.614
Se 0.487 2.406 -1.653
Se 1.939 1.802 -5.494
Se -2.134 1.412 -4.753
S -4.548 -0.382 -0.134
S 0.435 1.316 1.570
S 3.215 0.669 -0.110
S 0.367 -4.021 1.434
N 5.317 3.004 1.870
N 2.062 3.730 3.899
N -2.046 -0.082 -0.234
N 0.184 -1.739 0.379
C -2.281 -1.347 0.261
C -3.147 0.554 -0.494
C -3.252 1.948 -1.047
C 2.556 -2.501 0.661
C -1.197 -3.411 1.179
C -3.582 -1.687 0.380
C 2.018 2.997 3.007
C 3.098 1.789 1.171
C 1.972 2.072 1.878
C 4.342 2.470 1.563
C 1.074 -2.621 0.773
C -1.122 -2.193 0.610
H -3.938 2.553 -0.446
H -2.085 -3.966 1.461
H 2.909 -1.658 1.248
H 2.835 -2.300 -0.367
H -2.270 2.399 -1.041
H -3.596 1.929 -2.074
H 3.042 -3.421 0.999
H -4.012 -2.620 0.732
*
```

Output
relative energy (zero: lowest compared OMol25 entry of this formula, charge and spin)	67.1	kJ/mol
total energy	-332268.9458	eV
E_HOMO (spin up / spin down)	-0.17295 / -0.18227	Ha

***

ORCA calculation (the ωB97M-V functional and the def2-TZVPD basis) on a structure of composition C12H9F18N6O12S6Zn at a distorted geometry.

ORCA input file:
```
! RIJCOSX wB97M-V def2-TZVPD def2/J DEFGRID3
* xyz -1 1
Zn -1.833 0.618 -1.777
S 0.349 1.592 4.721
S -3.842 -0.953 -3.448
S -0.450 -0.478 6.099
S 0.930 0.317 -0.169
S 0.683 -0.984 -2.515
S -4.895 1.426 -3.241
F -0.040 -2.725 -0.448
F -0.299 -3.451 -2.542
F -6.000 0.021 -1.160
F 1.568 -3.431 -1.512
F -2.321 -1.268 -5.705
F 2.060 -0.012 6.297
F -0.720 3.107 2.582
F 1.508 -1.857 7.331
F -7.332 1.399 -2.059
F -5.752 2.096 -0.785
F -1.986 3.088 4.383
F 2.877 2.153 0.352
F -4.488 -1.275 -6.116
F 1.681 -1.776 5.092
F -1.751 1.298 3.086
F -3.377 0.557 -5.786
F 2.579 1.613 -1.765
F 1.201 3.005 -0.920
O -5.720 0.970 -4.372
O 1.909 -0.714 0.090
O 0.140 0.701 0.962
O 1.218 2.720 4.976
O -2.761 -1.862 -3.042
O -5.209 -1.499 -3.400
O -1.211 -0.940 7.281
O -0.976 -1.050 4.834
O 0.976 0.567 3.912
O -4.521 2.871 -3.169
O 2.095 -0.793 -2.724
O -0.071 -1.014 -3.779
N 6.092 1.003 1.548
N -3.466 0.490 -2.784
N -1.032 1.898 -3.445
N -0.414 1.105 6.290
N 5.662 -3.571 2.933
N -0.050 0.131 -1.414
C -3.520 -0.735 -5.372
C 4.123 0.726 3.300
C 5.258 0.824 2.327
C 1.980 1.914 -0.645
C 0.442 -2.824 -1.656
C -0.184 1.798 -4.297
C 4.878 -3.620 2.031
C 1.367 -1.110 6.236
C 3.864 -3.647 1.014
C -6.057 1.203 -1.696
C -1.107 2.309 3.591
C 0.819 1.785 -5.347
H 0.576 2.653 -5.961
H 3.022 -4.189 1.444
H 3.226 0.591 2.695
H 3.841 1.638 3.825
H 4.195 -0.050 4.062
H 0.595 0.961 -6.025
H 3.747 -2.692 0.503
H 1.846 1.774 -4.982
H 4.078 -4.405 0.261
*
```

Output
relative energy (zero: lowest compared OMol25 entry of this formula, charge and spin)	320.3	kJ/mol
total energy	-208438.9492	eV
E_HOMO	-0.25464	Ha

***

ORCA calculation (the ωB97M-V functional and the def2-TZVPD basis) on the molecule C12H9IN4O2S2 at a distorted geometry.

ORCA input file:
```
! RIJCOSX wB97M-V def2-TZVPD def2/J DEFGRID3
* xyz 0 1
I -4.445 5.065 -2.247
S 4.213 -4.066 -1.858
S 2.261 -1.967 -1.090
O 5.262 -3.106 -2.232
O 4.834 -5.389 -1.660
N 3.516 -4.497 -3.329
N -1.611 -0.451 1.257
N -0.982 0.574 0.581
N -0.735 -1.444 1.430
C -1.769 3.680 -1.444
C -3.138 3.696 -1.189
C 1.659 -3.175 1.217
C 1.417 -2.058 0.450
C -3.750 2.782 -0.329
C 2.615 -4.112 0.445
C -0.995 2.683 -0.814
C -2.989 1.819 0.277
C -1.604 1.695 -0.021
C 0.428 -1.054 0.807
C 0.341 0.199 0.381
C 2.935 -3.496 -0.714
H -1.367 4.505 -2.054
H 1.121 0.580 -0.226
H 3.071 -5.002 0.782
H 2.796 -5.195 -3.170
H 4.278 -5.024 -3.801
H 1.177 -3.538 2.075
H -3.624 1.101 0.860
H -4.796 3.041 0.112
H 0.075 2.647 -0.978
*
```

Output
relative energy (zero: lowest compared OMol25 entry of this formula, charge and spin)	17.9	kJ/mol
total energy	-52412.2217	eV
E_HOMO	-0.33291	Ha

***

ORCA calculation (the ωB97M-V functional and the def2-TZVPD basis) on the molecule C12H9IN4O2S2 at a distorted geometry.

ORCA input file:
```
! RIJCOSX wB97M-V def2-TZVPD def2/J DEFGRID3
* xyz 0 1
I 0.481 7.579 2.916
S 0.115 -2.442 -2.209
S 0.105 -5.583 -1.968
O 0.020 -5.821 -3.392
O -0.532 -6.652 -1.193
N -0.113 1.890 -1.501
N -0.183 2.011 -0.200
N -0.141 0.677 -1.954
N 1.705 -5.906 -1.532
C -0.210 3.191 0.582
C 0.491 4.326 2.499
C -0.605 5.558 0.644
C -0.655 -3.709 -0.105
C -0.120 -3.903 -1.313
C -0.140 -0.113 -0.807
C 0.331 3.159 1.854
C -0.227 0.664 0.257
C -0.318 -1.520 -0.777
C -0.797 -2.318 0.221
C -0.021 5.577 1.888
C -0.705 4.361 0.032
H -1.030 4.366 -0.912
H 0.696 2.181 2.303
H -1.063 -2.102 1.271
H 1.837 -6.829 -1.355
H -0.894 -4.541 0.584
H 1.899 -5.360 -0.652
H -0.077 0.357 1.326
H 1.011 4.466 3.485
H -0.861 6.437 0.008
*
```

Output
relative energy (zero: lowest compared OMol25 entry of this formula, charge and spin)	0.0	kJ/mol
total energy	-52412.4075	eV
E_HOMO	-0.33945	Ha

***

ORCA calculation (the ωB97M-V functional and the def2-TZVPD basis) on a structure of composition C13H10AsNO10RhS.

ORCA input file:
```
! RIJCOSX wB97M-V def2-TZVPD def2/J DEFGRID3
* xyz 1 1
Rh -0.713 0.471 -0.937
As 1.172 1.718 -2.320
S 1.261 -1.717 -2.121
O 1.542 3.273 -2.955
O 0.803 -0.737 -1.014
O 1.962 -2.767 -1.456
O 0.752 1.845 -0.675
O -0.877 2.561 2.898
O -0.339 1.084 -2.774
O -2.144 -3.264 -0.825
O -1.946 -1.133 -1.449
O -1.523 2.204 0.812
O 0.190 -2.047 -3.009
N -1.309 -0.341 0.926
C -1.914 -1.736 3.199
C 2.553 0.630 -3.035
C -1.337 0.296 2.090
C 4.510 0.511 -4.422
C -1.982 -2.369 1.961
C -1.918 -2.008 -0.585
C -1.623 -0.380 3.268
C 3.436 -1.507 -3.677
C 3.563 1.267 -3.745
C -1.238 1.778 1.891
C -1.683 -1.617 0.841
C 2.488 -0.762 -2.998
C 4.442 -0.869 -4.392
H 3.606 2.347 -3.777
H 5.177 -1.461 -4.920
H -1.669 0.135 4.217
H -2.277 -3.403 1.861
H -2.202 -3.406 -1.789
H 1.026 3.966 -2.518
H 5.296 1.008 -4.973
H -2.138 -2.287 4.102
H 3.395 -2.586 -3.629
H -0.548 2.071 3.663
*
```

Output
relative energy (zero: lowest compared OMol25 entry of this formula, charge and spin)	0.0	kJ/mol
total energy	-110283.5787	eV
E_HOMO	-0.46666	Ha

***

ORCA calculation (the ωB97M-V functional and the def2-TZVPD basis) on a structure of composition C13H10AsO6S2Tc at a distorted geometry.

ORCA input file:
```
! RIJCOSX wB97M-V def2-TZVPD def2/J DEFGRID3
* xyz 0 1
Tc -0.306 -0.571 -0.796
As 1.902 1.645 -0.807
S -0.145 1.831 1.611
S -1.870 1.586 -0.951
O 3.329 1.851 -0.071
O -2.124 0.231 -0.260
O 1.534 -0.057 -0.974
O -3.054 2.252 -1.356
O -0.841 1.245 -1.980
O 1.858 2.323 -2.416
C 0.556 2.710 0.174
C -0.963 2.639 0.226
C 1.159 4.046 0.386
C 0.070 -6.214 0.809
C 1.074 -5.621 0.054
C -1.022 -5.472 1.240
C 0.990 -4.279 -0.276
C -1.690 3.904 0.475
C -1.037 5.048 0.687
C 0.409 5.122 0.639
C -0.191 -2.135 -0.193
C -0.109 -3.533 0.153
C -1.116 -4.130 0.913
H 2.238 4.104 0.323
H 1.766 -3.801 -0.859
H 2.763 2.327 -2.753
H -1.599 5.951 0.882
H -2.770 3.864 0.468
H -1.961 -3.539 1.242
H 0.140 -7.264 1.065
H 0.887 6.081 0.790
H -1.799 -5.940 1.829
H 1.923 -6.205 -0.275
*
```

Output
relative energy (zero: lowest compared OMol25 entry of this formula, charge and spin)	26.8	kJ/mol
total energy	-110631.5414	eV
E_HOMO	-0.31606	Ha

***

ORCA calculation (the ωB97M-V functional and the def2-TZVPD basis) on a structure of composition C13H10Br2N4NiO2S at a distorted geometry.

ORCA input file:
```
! RIJCOSX wB97M-V def2-TZVPD def2/J DEFGRID3
* xyz 0 3
Br 10.547 4.466 5.117
Br 13.680 8.934 6.480
Ni 9.244 10.767 7.795
S 11.041 10.069 10.249
O 9.817 10.753 9.701
O 10.961 10.091 7.255
N 7.666 11.914 7.878
N 8.548 9.030 6.868
N 3.391 13.260 7.536
N 5.590 12.971 8.644
C 10.975 10.418 12.032
C 4.438 13.059 7.999
C 11.955 8.216 6.169
C 9.460 7.014 5.798
C 11.883 6.893 5.643
C 10.878 8.954 6.600
C 8.160 6.542 5.592
C 9.602 8.324 6.349
C 6.644 12.387 8.170
C 12.451 11.147 9.906
C 7.338 8.506 6.769
C 10.666 6.290 5.583
C 7.117 7.303 6.078
H 6.108 6.928 5.948
H 7.989 5.586 5.129
H 10.367 9.685 12.507
H 10.653 11.467 12.252
H 11.924 10.311 12.543
H 12.802 6.384 5.481
H 13.313 10.630 10.262
H 6.539 8.959 7.370
H 12.387 12.114 10.458
H 12.482 11.267 8.829
*
```

Output
relative energy (zero: lowest compared OMol25 entry of this formula, charge and spin)	0.0	kJ/mol
total energy	-215661.4454	eV
E_HOMO (spin up / spin down)	-0.30820 / -0.30649	Ha

***

ORCA calculation (the ωB97M-V functional and the def2-TZVPD basis) on a cluster of 2 separate species, C13H10ClO4S in total at a distorted geometry.

ORCA input file:
```
! RIJCOSX wB97M-V def2-TZVPD def2/J DEFGRID3
* xyz -1 1
Cl 0.942 -1.621 -1.230
S -0.248 -0.252 1.004
O -1.397 -0.739 0.288
O -0.256 1.059 1.602
O -0.575 -0.351 -4.131
O 0.305 4.895 -3.421
C 0.106 -2.961 4.740
C -0.049 -1.340 2.437
C 0.800 2.637 -2.720
C -1.111 3.190 -4.259
C 0.009 3.690 -3.439
C -0.626 -2.612 2.454
C 0.627 -0.899 3.580
C 0.716 -1.699 4.728
C -0.399 0.834 -3.854
C -0.549 -3.428 3.592
C 0.695 1.324 -3.001
C 1.087 -0.343 -0.166
C -1.309 1.862 -4.376
H 1.243 -1.333 5.621
H 1.484 3.022 -1.971
H -1.829 3.936 -4.619
H 1.076 0.088 3.585
H -1.012 -4.424 3.596
H 1.479 0.640 -2.743
H 0.125 -3.571 5.647
H -1.153 -2.963 1.577
H 2.006 -0.184 0.398
H -2.187 1.541 -4.918
*
```

Output
total energy	-45189.1237	eV
E_HOMO	-0.11643	Ha

***

ORCA calculation (the ωB97M-V functional and the def2-TZVPD basis) on a cluster of 2 separate species, C13H10F6O8S in total at a distorted geometry.

ORCA input file:
```
! RIJCOSX wB97M-V def2-TZVPD def2/J DEFGRID3
* xyz 0 1
S 2.152 0.053 -1.675
F 1.314 -0.333 3.079
F -0.266 1.477 3.675
F -1.604 2.505 2.010
F -1.893 0.794 0.788
F 0.839 0.702 1.285
F -1.365 -0.314 3.802
O -3.606 -3.373 -0.952
O -2.563 -2.797 3.022
O 3.186 -0.266 -0.727
O -4.185 0.196 2.281
O 1.045 -2.204 1.330
O -3.541 -2.385 1.064
O -3.569 1.871 3.557
O 0.823 -0.508 -1.568
C -3.013 -2.800 -0.160
C 2.028 1.831 -1.807
C -3.291 1.131 2.723
C -1.583 -2.302 -0.139
C 0.112 -1.551 1.532
C -2.456 -2.476 1.920
C -0.810 0.519 2.936
C -1.230 -2.084 1.110
C 2.832 1.150 -4.007
C 3.022 2.198 -2.903
C 0.364 -0.145 2.172
C 2.785 -0.225 -3.331
C -1.895 1.210 2.048
H 1.889 1.337 -4.527
H 1.006 2.072 -2.104
H -4.286 -0.434 3.013
H 2.124 -0.914 -3.854
H -0.920 -2.110 -0.975
H 2.855 3.209 -3.272
H 2.255 2.287 -0.845
H 3.628 1.195 -4.749
H 3.777 -0.662 -3.239
H 4.042 2.144 -2.515
*
```

Output
total energy	-57160.9572	eV
E_HOMO	-0.39781	Ha